{
  "formula": "C18H20N2O4S",
  "method": "ωB97M-V/def2-TZVPD",
  "species": ["C", "C", "O", "C", "C", "C", "C", "N", "S", "O", "O", "C", "C", "C", "C", "C", "C", "N", "C", "C", "O", "C", "C", "C", "C", "H", "H", "H", "H", "H", "H", "H", "H", "H", "H", "H", "H", "H", "H", "H", "H", "H", "H", "H", "H"],
  "coordinates": [[2.680, -1.955, 3.453], [2.728, -1.655, 1.963], [2.182, -0.362, 1.762], [2.079, 0.106, 0.492], [1.421, 1.328, 0.345], [1.219, 1.869, -0.906], [1.680, 1.207, -2.040], [1.328, 1.734, -3.310], [-0.027, 0.937, -3.971], [0.311, -0.426, -4.270], [-0.496, 1.756, -5.049], [-1.147, 1.006, -2.586], [-1.982, 2.096, -2.456], [-2.753, 2.229, -1.307], [-2.625, 1.284, -0.312], [-1.762, 0.193, -0.456], [-1.029, 0.024, -1.618], [-1.764, -0.589, 0.697], [-0.943, -1.655, 0.935], [-1.116, -2.299, 2.292], [-0.138, -2.059, 0.124], [-2.692, -0.031, 1.677], [-3.299, 1.225, 1.026], [2.376, 0.016, -1.893], [2.576, -0.534, -0.639], [3.099, -2.939, 3.644], [3.253, -1.211, 4.000], [1.654, -1.930, 3.810], [3.768, -1.683, 1.612], [2.141, -2.390, 1.398], [1.059, 1.828, 1.230], [0.688, 2.801, -1.023], [2.073, 1.653, -3.992], [-2.015, 2.820, -3.254], [-3.425, 3.065, -1.187], [-0.375, -0.817, -1.769], [-0.465, -3.167, 2.346], [-0.843, -1.599, 3.079], [-2.146, -2.614, 2.445], [-3.465, -0.766, 1.920], [-2.156, 0.220, 2.596], [-3.095, 2.123, 1.610], [-4.381, 1.139, 0.916], [2.732, -0.503, -2.770], [3.094, -1.475, -0.562]],
  "total_charge": 0,
  "spin_multiplicity": 1,
  "total_energy_ev": -40996.18230,
  "e_lumo_ev": 0.495,
  "gap_ev": 8.844
}